Entry 1
This record from OMol25 describes a 2-piece molecular cluster, C8H9NO overall. The level of theory is ωB97M-V/def2-TZVPD.

Frontier orbital gap ... 8.72 eV
SMILES ... c1ccc2[nH]ccc2c1.O
HOMO level ... -8.0 eV
LUMO energy ... 0.73 eV

```
! wB97M-V def2-TZVPD RIJCOSX def2/J DEFGRID3
* xyz 0 1
C 2.42669 -0.45131 0.69890
C 1.36896 -0.72223 1.65286
C 0.06439 -0.25248 1.40411
C -0.17422 0.53952 0.26977
N -1.30761 1.15472 -0.23971
C -1.05870 1.87817 -1.38463
C 0.25247 1.66249 -1.66822
C 0.82314 0.86158 -0.65706
C 2.15737 0.33033 -0.42125
H 3.44890 -0.75355 0.96216
H 1.51686 -1.37343 2.52445
H -0.76518 -0.48127 2.08609
H -2.21392 1.17958 0.23411
H -1.84563 2.35795 -1.96658
H 0.76681 1.84124 -2.61246
H 2.98318 0.61960 -1.08454
O -2.86869 -2.64886 -0.30153
H -2.24590 -2.32893 0.38987
H -3.32891 -3.41310 0.11368
*
```

=====

Entry 2
This record from OMol25 describes C8H9NO as an isolated structure. The level of theory is ωB97M-V/def2-TZVPD.

Frontier orbital gap (alpha / beta) ... 7.29 / 7.29 eV
HOMO level (alpha / beta) ... -7.1 / -7.1 eV
LUMO energy (alpha / beta) ... 0.20 / 0.21 eV

```
! wB97M-V def2-TZVPD RIJCOSX def2/J DEFGRID3
* xyz 0 1
C 1.26870 -2.19303 1.02925
C 0.04239 -1.85640 1.65258
C 1.72696 -1.44081 0.02684
C -0.60152 -0.66764 1.30890
C 1.15170 -0.24104 -0.27315
C -0.07255 0.16341 0.30224
C -0.15633 2.45630 -1.94582
C -0.82861 1.33307 0.03653
N -0.40533 2.23890 -0.79381
O -1.62414 1.70235 1.14295
H 1.72070 -3.19963 1.26189
H -0.26242 -2.38114 2.51378
H 2.77406 -1.56515 -0.34451
H -1.57287 -0.42567 1.77273
H 1.51187 0.41297 -1.09084
H 0.49894 3.07689 -2.57840
H -1.39674 0.11250 -2.77456
H -1.55690 0.19239 -1.98749
H -2.21793 2.28171 0.74089
*
```

=====

Best to worst by energy: entry 1, entry 2.

=====

Entry 1
This record from OMol25 describes a 2-piece molecular cluster, C2H6N2O3 overall. The level of theory is ωB97M-V/def2-TZVPD.

Frontier orbital gap ... 8.65 eV
HOMO level ... -8.0 eV
LUMO energy ... 0.65 eV

```
! wB97M-V def2-TZVPD RIJCOSX def2/J DEFGRID3
* xyz 0 1
C -0.35931 -0.48765 -0.63780
N -0.45832 -1.61219 0.18157
N 1.19931 -0.18548 -0.87522
O -1.11877 -0.22983 -1.54553
H -0.06291 -1.50318 1.10546
H -1.38475 -2.01396 0.15775
H 1.74529 -1.04318 -0.90259
H 1.25873 0.30557 -1.76322
C -0.21257 1.13217 0.84054
O -1.09047 2.01055 1.36151
O 0.98512 1.31291 1.11232
H -1.95185 1.79935 0.97302
H 1.45049 0.51492 -0.00781
*
```

=====

Entry 2
This record from OMol25 describes a 2-piece molecular cluster, C2H6N2O3 overall. The level of theory is ωB97M-V/def2-TZVPD.

Frontier orbital gap (alpha / beta) ... 8.59 / 8.59 eV
HOMO level (alpha / beta) ... -8.0 / -8.0 eV
LUMO energy (alpha / beta) ... 0.57 / 0.57 eV

```
! wB97M-V def2-TZVPD RIJCOSX def2/J DEFGRID3
* xyz 0 1
C -2.23940 0.37045 -0.46290
C 1.69923 0.33386 0.06974
N -1.13630 0.27703 0.24644
N -0.60117 -0.75287 0.82544
O 1.30723 1.37609 -0.29885
O 2.09971 -0.02512 1.32655
O 1.94831 -0.61581 -0.82762
H -2.41279 1.22844 -1.00636
H -3.00590 -0.32009 -0.34314
H -0.93967 -1.63917 0.48603
H -0.56952 1.20359 0.35405
H 1.96201 -1.06771 1.37244
H 1.88825 -0.36869 -1.74183
*
```

=====

Best to worst by energy: entry 1, entry 2.

=====

Entry 1
This record from OMol25 describes a 2-piece molecular cluster, C2H6N2O3 overall. The level of theory is ωB97M-V/def2-TZVPD.

Frontier orbital gap ... 10.54 eV
SMILES ... NC(=O)C(=O)O.N
HOMO level ... -9.8 eV
LUMO energy ... 0.74 eV

```
! wB97M-V def2-TZVPD RIJCOSX def2/J DEFGRID3
* xyz 0 1
N -0.39208 1.56545 -1.32529
C -0.50822 0.92019 -0.13522
O -0.70412 1.48282 0.89288
C -0.77422 -0.63536 -0.29078
O -0.65322 -1.16965 -1.34011
O -1.34669 -1.12938 0.85977
H -0.99165 1.22949 -2.05385
H -0.47662 2.52036 -1.23858
H -0.89373 -0.62935 1.61935
N 1.42847 -1.02356 0.74478
H 1.88563 -0.21487 0.47041
H 1.79126 -1.66955 0.14262
H 1.63518 -1.24661 1.65401
*
```

=====

Entry 2
This record from OMol25 describes a 2-piece molecular cluster, C2H6N2O3 overall. The level of theory is ωB97M-V/def2-TZVPD.

Frontier orbital gap ... 10.63 eV
SMILES ... NC(=O)O.NC=O
HOMO level ... -10.0 eV
LUMO energy ... 0.63 eV

```
! wB97M-V def2-TZVPD RIJCOSX def2/J DEFGRID3
* xyz 0 1
N 0.28868 -1.80128 -0.82046
C 0.69454 -0.49184 -0.98584
O 1.34716 0.15989 -0.18979
O 0.35993 -0.06264 -2.25553
H -0.31564 -2.17284 -1.54161
H 0.06922 -2.07446 0.11644
H 0.80848 -0.60332 -2.92312
N -1.15681 1.87237 1.35519
C -0.48512 0.70764 1.67324
O -0.91809 -0.38984 1.46917
H -1.98836 1.81925 0.77286
H -0.60376 2.69471 1.42914
H 0.53844 0.88492 2.08793
*
```

=====

Entry 3
This record from OMol25 describes a 2-piece molecular cluster, C2H6N2O3 overall. The level of theory is ωB97M-V/def2-TZVPD.

Frontier orbital gap ... 10.09 eV
SMILES ... NC(=O)O.NC=O
HOMO level ... -10.0 eV
LUMO energy ... 0.13 eV

```
! wB97M-V def2-TZVPD RIJCOSX def2/J DEFGRID3
* xyz 0 1
N -0.28948 1.93318 1.28224
C 0.86668 1.81012 0.54751
O 1.34857 0.75194 0.23628
O 1.46121 2.99376 0.16067
H -0.53686 1.04376 1.66589
H -1.04617 2.30937 0.72491
H 1.04208 3.71592 0.65136
N -0.88683 -1.48186 -0.92027
C -1.43034 -2.69784 -0.65123
O -0.80752 -3.76948 -0.72391
H -1.46683 -0.67818 -0.67311
H 0.05637 -1.47613 -1.38732
H -2.45063 -2.55741 -0.27754
*
```

=====

Best to worst by energy: entry 2, entry 3, entry 1.

=====

Entry 1
This record from OMol25 describes a 2-piece molecular cluster, C9H14 overall. The level of theory is ωB97M-V/def2-TZVPD.

Frontier orbital gap (alpha / beta) ... 9.66 / 5.90 eV
Expectation value of S² ... 0.769
HOMO level (alpha / beta) ... -14.1 / -14.1 eV
LUMO energy (alpha / beta) ... -4.47 / -8.23 eV

```
! wB97M-V def2-TZVPD RIJCOSX def2/J DEFGRID3
* xyz 1 2
C -1.66303 -1.29531 1.73645
C 0.59086 -2.45328 1.36824
C -0.26779 -1.24457 1.32160
C 1.94162 -2.45953 1.14403
C 0.38047 -0.06215 0.97402
C 2.46635 -1.28947 0.60524
C 1.72269 -0.10399 0.66796
H -0.05976 -3.32297 1.44201
H 2.56925 -3.33073 1.25258
H -2.27865 -1.76956 0.95537
H -2.10191 -0.30448 1.83785
H -0.17800 0.86511 0.96204
H 3.50959 -1.26158 0.31673
H 2.25798 0.79906 0.39112
H -1.84335 -1.86987 2.64165
C -0.15720 2.24511 -2.46594
C -1.52506 2.57896 -1.90602
H -0.20872 1.20248 -2.78916
H -0.02318 2.87422 -3.35191
H 0.69903 2.39031 -1.82182
H -2.36641 2.38677 -2.57749
H -1.78273 1.82666 -1.14070
H -1.68207 3.59882 -1.56383
*
```

=====

Entry 2
This record from OMol25 describes a 2-piece molecular cluster, C9H14 overall. The level of theory is ωB97M-V/def2-TZVPD.

Frontier orbital gap (alpha / beta) ... 9.79 / 5.85 eV
Expectation value of S² ... 0.768
HOMO level (alpha / beta) ... -14.1 / -14.1 eV
LUMO energy (alpha / beta) ... -4.33 / -8.26 eV

```
! wB97M-V def2-TZVPD RIJCOSX def2/J DEFGRID3
* xyz 1 2
C -1.63371 0.82902 -2.37128
C -1.58936 -1.40818 -1.33475
C -0.85093 -0.21894 -1.71645
C -1.00750 -2.30580 -0.53829
C 0.41406 -2.24859 -0.31374
C 0.50206 -0.11709 -1.38842
C 1.15279 -1.17177 -0.73094
H -2.63632 -1.41271 -1.68625
H -1.65044 -3.15216 -0.28882
H -1.11628 1.78496 -2.49669
H -2.64627 1.01061 -2.08355
H 0.89397 -3.14727 0.03103
H 1.09807 0.71099 -1.73324
H 2.22164 -1.09416 -0.54474
H -1.71876 0.58619 -3.43611
C 0.49391 1.00368 2.20353
C 1.63094 1.78805 2.87564
H -0.16361 1.62215 1.59664
H 0.87557 0.19198 1.57735
H -0.06899 0.52836 3.01508
H 2.20481 1.16845 3.58904
H 1.30487 2.62808 3.51618
H 2.28949 2.42415 2.25879
*
```

=====

Best to worst by energy: entry 1, entry 2.

=====

Entry 1
This record from OMol25 describes a 2-piece molecular cluster, C9H14 overall. The level of theory is ωB97M-V/def2-TZVPD.

Frontier orbital gap (alpha / beta) ... 10.20 / 6.44 eV
Expectation value of S² ... 0.768
HOMO level (alpha / beta) ... -14.7 / -14.7 eV
LUMO energy (alpha / beta) ... -4.50 / -8.28 eV

```
! wB97M-V def2-TZVPD RIJCOSX def2/J DEFGRID3
* xyz 1 2
C 1.76152 -0.78630 -1.57066
C -1.61768 -2.05823 -0.34882
C -0.56140 -1.78574 -1.17952
C -1.53474 -1.85284 1.02653
C 0.62057 -1.14788 -0.67832
C -0.37392 -1.16156 1.56494
C 0.68438 -0.96940 0.71549
H -2.48758 -2.52901 -0.78674
H -0.82267 -1.97958 -2.21429
H -2.37384 -2.14519 1.64364
H -0.45623 -0.75841 2.56223
H 2.55775 -0.27239 -1.03172
H 1.30204 -0.20673 -2.36594
H 1.54316 -0.52292 1.20437
H 2.29679 -1.69112 -1.87381
C 0.15519 2.55155 1.11219
C -0.30787 2.44650 -0.32383
H -0.29561 3.34990 1.70065
H -0.15734 1.69830 1.73213
H 1.24019 2.58225 1.17795
H 0.17068 1.59234 -0.81249
H 0.03832 3.33599 -0.84474
H -1.38171 2.31046 -0.40925
*
```

=====

Entry 2
This record from OMol25 describes a 2-piece molecular cluster, C9H14 overall. The level of theory is ωB97M-V/def2-TZVPD.

Frontier orbital gap (alpha / beta) ... 8.83 / 5.26 eV
Expectation value of S² ... 0.771
HOMO level (alpha / beta) ... -13.5 / -13.5 eV
LUMO energy (alpha / beta) ... -4.64 / -8.22 eV

```
! wB97M-V def2-TZVPD RIJCOSX def2/J DEFGRID3
* xyz 1 2
C 1.91831 -1.77313 -2.32769
C 2.10187 -0.11826 -0.39421
C 1.39645 -1.06816 -1.14933
C 1.92254 0.07974 0.95174
C 0.76621 -0.36816 1.62451
C 0.15313 -1.53181 -0.52993
C -0.22169 -1.09966 0.77001
H 2.89995 0.46156 -0.75819
H 2.74517 0.54974 1.51994
H 2.54638 -2.59494 -2.05473
H 2.61165 -1.10566 -2.89060
H 0.54445 -0.31431 2.62641
H -0.51115 -2.28837 -0.97623
H -1.14381 -1.36673 1.10875
H 1.01258 -2.16044 -2.92406
C -1.99831 1.98225 0.10069
C -2.81658 1.66573 1.25834
H -0.89050 1.93855 0.27706
H -1.73938 1.08062 -0.60808
H -2.26623 2.82672 -0.43008
H -2.72993 2.52292 1.85194
H -3.89705 1.69978 0.97714
H -2.40409 0.98206 1.97661
*
```

=====

Best to worst by energy: entry 1, entry 2.

=====

Entry 1
This record from OMol25 describes one molecule with the formula C3H3ClO2. The level of theory is ωB97M-V/def2-TZVPD.

Frontier orbital gap ... 11.01 eV
SMILES ... C=COC(=O)Cl
HOMO level ... -10.4 eV
LUMO energy ... 0.64 eV

```
! wB97M-V def2-TZVPD RIJCOSX def2/J DEFGRID3
* xyz 0 1
C 1.76675 0.11043 0.16354
C 0.63463 -0.43157 -0.22620
O -0.56877 0.41516 0.17310
C -1.93703 0.42328 -0.05069
O -2.54635 1.39942 0.20198
Cl -2.55979 -1.17551 -0.42046
H 1.92777 0.96593 0.74396
H 2.75748 -0.27904 0.04531
H 0.52532 -1.42810 -0.63055
*
```

=====

Entry 2
This record from OMol25 describes one molecule with the formula C3H3ClO2. The level of theory is ωB97M-V/def2-TZVPD.

Frontier orbital gap ... 8.80 eV
HOMO level ... -8.5 eV
LUMO energy ... 0.31 eV

```
! wB97M-V def2-TZVPD RIJCOSX def2/J DEFGRID3
* xyz 0 1
C -0.16365 0.53646 -0.33955
C 1.99340 -1.32348 -0.49950
C -1.34686 0.11979 0.48420
O 0.25381 1.51654 -0.79620
O 0.72674 -0.90125 -0.50399
Cl 3.14936 -0.09955 -0.52262
H -0.87586 0.20298 1.54724
H -1.67525 -0.94056 0.23698
H -2.06170 0.88907 0.39343
*
```

=====

Entry 3
This record from OMol25 describes one molecule with the formula C3H3ClO2. The level of theory is ωB97M-V/def2-TZVPD.

Frontier orbital gap ... 10.42 eV
SMILES ... Cl[C@H]1C=COO1
HOMO level ... -9.5 eV
LUMO energy ... 0.93 eV

```
! wB97M-V def2-TZVPD RIJCOSX def2/J DEFGRID3
* xyz 0 1
Cl -0.56364 -0.04310 -2.30960
C 0.15392 0.64651 -0.78692
C -0.73168 0.11861 0.46846
C 0.07641 -0.75596 1.04107
O 1.30642 -0.85019 0.50731
O 1.39949 0.15480 -0.51905
H 0.17343 1.72608 -0.91187
H -1.73860 0.41577 0.63287
H -0.07576 -1.41251 1.87773
*
```

=====

Best to worst by energy: entry 1, entry 2, entry 3.